No. 1
Entry from OMol25: the molecule C21H30N2O3S at a distorted geometry (ωB97M-V/def2-TZVPD).

Its structure (SMILES) is C[C@@H]1C[C@H](C)CN(S(=O)(=O)c2ccc3c(c2)C[C@H](C)N3C(=O)C2CCC2)C1. For the relative energy (zero: lowest compared OMol25 entry of this formula, charge and spin), the calculation gives 6.7 kcal/mol. The calculation puts the HOMO energy at -8.5 eV. The calculation puts the LUMO energy at 0.6 eV.

Structure (ORCA input):
```
! RIJCOSX wB97M-V def2-TZVPD def2/J DEFGRID3
* xyz 0 1
C 3.73182 -2.38682 3.03119
H 4.06693 -2.03878 2.05705
H 4.57207 -2.34278 3.71975
C 2.58236 -1.52502 3.54257
C 2.10271 -1.99082 4.91864
C 0.92264 -1.14074 5.39371
C 0.42747 -1.58557 6.76530
H -0.40360 -0.96409 7.08920
H 1.22465 -1.50657 7.50065
H 0.09209 -2.62063 6.73202
C -0.19835 -1.23104 4.35503
N 0.24816 -0.83352 3.03612
S 0.34555 0.82647 2.78709
O -0.77258 1.41755 3.46351
O 1.65394 1.35636 3.06337
C 0.06050 0.87958 1.02526
C 1.07135 1.24491 0.15901
C 0.85529 1.26265 -1.21268
C -0.40178 0.90767 -1.67497
C -1.42637 0.55201 -0.78717
C -1.20280 0.53219 0.56889
H -1.96808 0.27155 1.28136
C -2.67885 0.27023 -1.56159
H -3.17884 -0.64056 -1.23626
H -3.38045 1.10064 -1.45222
C -2.15988 0.15293 -3.00589
N -0.86997 0.85036 -2.98877
C -0.22217 1.37620 -4.07260
O 0.89343 1.84453 -3.99035
C -1.01262 1.39544 -5.36697
H -1.38610 0.40118 -5.60820
C -2.10239 2.49204 -5.43236
H -3.12173 2.13020 -5.55975
H -2.07152 3.17475 -4.58471
C -1.44835 3.05860 -6.70123
H -1.17679 4.11000 -6.65008
H -2.03765 2.89082 -7.60029
C -0.28261 2.07258 -6.53877
H 0.64601 2.53818 -6.21597
H -0.08316 1.43171 -7.39426
C -1.94524 -1.31570 -3.37827
H -1.45593 -1.41170 -4.34414
H -2.90014 -1.83331 -3.42112
H -1.31714 -1.79445 -2.63026
H -2.83552 0.62956 -3.71745
H 1.63351 1.55029 -1.89862
H 2.02830 1.52010 0.57370
C 1.40422 -1.56344 2.56284
H 1.68906 -1.12474 1.60396
H 1.09344 -2.60106 2.39208
H -1.02145 -0.56506 4.61560
H -0.57376 -2.25842 4.28767
H 1.24139 -0.09392 5.44362
H 2.92264 -1.92220 5.63669
H 1.79289 -3.03896 4.86139
H 2.91402 -0.48580 3.62039
H 3.41937 -3.42558 2.93728
*
```

No. 2
Entry from OMol25: a cluster of 2 separate species, CH6N2 in total at a distorted geometry (ωB97M-V/def2-TZVPD).

Its structure (SMILES) is C=N.N. For the relative energy (zero: lowest compared OMol25 entry of this formula, charge and spin), the calculation gives 31.5 kcal/mol. The calculation puts the HOMO energy at -9.9 eV. The calculation puts the LUMO energy at 0.8 eV.

Structure (ORCA input):
```
! RIJCOSX wB97M-V def2-TZVPD def2/J DEFGRID3
* xyz 0 1
N -1.07728 -1.07487 -2.57185
H -1.49043 -1.54632 -3.35734
H -1.59665 -0.53056 -1.88383
H -0.32268 -0.51333 -2.91788
C 0.53807 0.64777 2.31129
N 1.62826 1.39348 2.51639
H -0.37433 0.42754 2.86148
H 0.46259 0.07710 1.31352
H 2.23246 1.11918 1.72821
*
```

No. 3
Entry from OMol25: the molecule C5H8N2O at a distorted geometry (ωB97M-V/def2-TZVPD).

For the relative energy (zero: lowest compared OMol25 entry of this formula, charge and spin), the calculation gives 132.5 kcal/mol. The calculation puts the HOMO energy (alpha / beta) at -9.4 / -9.6 eV. The calculation puts the LUMO energy (alpha / beta) at -0.8 / 0.0 eV.

Structure (ORCA input):
```
! RIJCOSX wB97M-V def2-TZVPD def2/J DEFGRID3
* xyz 0 1
C 0.15324 -1.61473 0.33794
C 0.17854 1.30781 -0.45406
C 0.15289 0.63395 0.85276
C -0.55786 -2.94666 0.24194
C 0.17731 2.82598 -0.74185
N 1.24393 -1.57600 -0.29741
N 1.33812 0.70498 0.15176
O -0.46824 -0.65019 0.98586
H -0.41013 0.67291 -1.13441
H 0.11168 1.03611 1.86471
H -0.82754 -3.43901 1.19738
H -0.05764 -3.47945 -0.63633
H -1.51959 -2.77703 -0.19212
H 0.86279 2.87810 -1.47621
H 0.56990 3.34070 0.07598
H -0.94738 3.08251 -0.77593
*
```

What did the second record say?
Entry from OMol25: a cluster of 2 separate species, CH6N2 in total at a distorted geometry (ωB97M-V/def2-TZVPD).

Its structure (SMILES) is C=N.N. For the relative energy (zero: lowest compared OMol25 entry of this formula, charge and spin), the calculation gives 31.5 kcal/mol. The calculation puts the HOMO energy at -9.9 eV. The calculation puts the LUMO energy at 0.8 eV.

Structure (ORCA input):
```
! RIJCOSX wB97M-V def2-TZVPD def2/J DEFGRID3
* xyz 0 1
N -1.07728 -1.07487 -2.57185
H -1.49043 -1.54632 -3.35734
H -1.59665 -0.53056 -1.88383
H -0.32268 -0.51333 -2.91788
C 0.53807 0.64777 2.31129
N 1.62826 1.39348 2.51639
H -0.37433 0.42754 2.86148
H 0.46259 0.07710 1.31352
H 2.23246 1.11918 1.72821
*
```